(1)
Formula: C29H53GdN8O5P2
Source: OMol25
Level of theory: wB97M-V/def2-TZVPD

As for the spin multiplicity: 8. The expectation value of S² is 15.837. The value obtained for the calculated total energy is -3399.36652 hartree. Its total charge is +2. The value obtained for the LUMO energy (alpha / beta) is -5.205 / -4.200 eV.

Cartesian coordinates (Å):
Gd1 -0.506 -0.495 0.139
C1 -3.143 -2.899 0.124
C2 -1.961 -3.509 -0.627
N1 -0.674 -3.060 -0.066
C3 -0.371 -3.685 1.232
C4 -0.984 -2.960 2.412
C5 -1.237 -3.638 3.600
C6 -1.756 -2.933 4.674
C7 -2.033 -1.585 4.520
C8 -1.748 -0.982 3.300
C9 -1.990 0.495 3.090
N2 -2.197 0.835 1.676
C10 -3.593 0.680 1.224
C11 -3.975 -0.787 1.019
N3 -3.000 -1.444 0.149
N4 -1.219 -1.655 2.277
H1 -3.174 -3.268 1.154
H2 -4.071 -3.220 -0.369
H3 -2.003 -3.180 -1.671
H4 -2.052 -4.605 -0.594
H5 0.041 -3.371 -0.723
H6 0.715 -3.665 1.379
H7 -0.698 -4.735 1.258
H8 -1.035 -4.693 3.682
H9 -1.929 -3.426 5.618
H10 -2.469 -1.014 5.324
H11 -1.094 1.021 3.446
H12 -2.834 0.821 3.713
H13 -1.984 1.828 1.567
H14 -3.691 1.213 0.271
H15 -4.295 1.126 1.942
H16 -4.993 -0.829 0.608
H17 -3.983 -1.307 1.981
H18 -3.131 -1.097 -0.806
C12 2.961 -1.475 3.881
N5 3.518 -1.009 2.620
C13 4.968 -0.884 2.638
P1 2.548 -0.042 1.701
O1 1.184 -0.612 1.579
O2 3.322 -0.049 0.273
P2 2.748 -0.474 -1.204
O3 1.287 -0.693 -1.176
N6 3.187 0.849 -2.089
C14 2.562 0.946 -3.402
C15 4.541 1.377 -2.055
N7 3.529 -1.883 -1.609
C16 4.951 -2.027 -1.359
C17 2.782 -3.124 -1.521
N8 2.467 1.549 2.190
C18 1.486 2.375 1.498
C19 3.712 2.252 2.460
H19 3.099 -0.748 4.685
H20 3.465 -2.401 4.160
H21 1.899 -1.665 3.746
H22 5.316 -0.300 3.495
H23 5.308 -0.417 1.717
H24 5.403 -1.883 2.717
H25 1.510 0.677 -3.314
H26 3.041 0.298 -4.139
H27 2.641 1.979 -3.742
H28 4.924 1.325 -1.037
H29 4.507 2.423 -2.367
H30 5.216 0.844 -2.731
H31 5.443 -1.068 -1.487
H32 5.368 -2.731 -2.082
H33 5.155 -2.395 -0.349
H34 1.772 -2.926 -1.878
H35 2.752 -3.521 -0.500
H36 3.251 -3.862 -2.171
H37 0.554 1.808 1.390
H38 1.828 2.691 0.505
H39 1.296 3.261 2.105
H40 4.336 1.644 3.108
H41 3.477 3.178 2.984
H42 4.268 2.494 1.549
C20 -4.751 4.976 -4.178
C21 -3.810 3.948 -3.650
C22 -4.079 2.592 -3.779
C23 -3.269 1.620 -3.213
C24 -3.639 0.182 -3.411
C25 -2.146 2.024 -2.461
C26 -1.802 3.391 -2.412
C27 -0.548 3.900 -1.768
C28 -2.637 4.321 -3.005
C29 -1.398 1.060 -1.632
O4 -1.443 -0.194 -1.822
O5 -0.754 1.480 -0.614
H43 -5.497 4.525 -4.824
H44 -4.222 5.748 -4.732
H45 -5.267 5.465 -3.352
H46 -4.956 2.288 -4.330
H47 -4.402 0.096 -4.181
H48 -4.036 -0.250 -2.490
H49 -2.769 -0.399 -3.706
H50 0.279 3.208 -1.916
H51 -0.696 4.029 -0.696
H52 -0.290 4.866 -2.195
H53 -2.375 5.367 -2.950


(2)
Formula: C8H5F3N4
Source: OMol25
Level of theory: wB97M-V/def2-TZVPD

The value obtained for the calculated total energy is -826.22899 hartree. The value obtained for the LUMO energy (alpha / beta) is -2.840 / -2.453 eV.

Cartesian coordinates (Å):
C1 3.629 -0.498 1.397
C2 -3.177 1.200 0.870
C3 -2.021 1.975 0.792
C4 -3.182 -0.025 0.313
C5 -0.859 1.534 0.191
C6 -1.999 -0.537 -0.263
C7 -0.851 0.183 -0.177
C8 3.113 -1.517 -1.306
N1 4.021 -0.260 2.433
N2 0.215 -0.530 -0.817
N3 1.261 -0.486 -0.168
N4 2.368 -0.991 -0.256
F1 3.779 -2.621 -0.903
F2 4.078 -0.605 -1.749
F3 2.293 -1.846 -2.316
H1 -4.151 1.688 1.173
H2 -2.195 3.041 1.108
H3 -4.152 -0.481 0.337
H4 -0.107 2.254 0.117
H5 -2.064 -1.478 -0.776


(3)
Formula: C28H37F10IO6S
Source: OMol25
Level of theory: wB97M-V/def2-TZVPD

The value obtained for the calculated total energy is -3235.08488 hartree. Its SMILES is CCOCCCCC[C@@H]1[C@H](C(F)(F)C(F)(F)C(F)(F)F)CS(=O)(=O)O[C@@]1(Cc1ccccc1)C[C@@H](C)I.CCOC(=O)C(F)(F)F. The value obtained for the LUMO energy is 0.381 eV.

Cartesian coordinates (Å):
C1 5.725 -0.626 1.718
C2 4.357 -1.097 1.232
O1 3.925 -0.457 0.053
C3 3.499 0.878 0.269
C4 1.979 0.977 0.368
C5 1.307 1.096 -1.008
C6 0.079 0.187 -1.123
C7 -1.014 0.639 -0.157
C8 -2.479 0.475 -0.641
C9 -3.400 1.637 -0.199
C10 -3.314 2.293 1.181
F1 -3.415 3.641 0.947
F2 -2.141 2.154 1.837
C11 -4.446 2.058 2.232
F3 -5.509 2.806 1.901
F4 -4.855 0.786 2.307
C12 -4.048 2.484 3.681
F5 -3.271 1.588 4.253
F6 -5.178 2.536 4.390
F7 -3.500 3.679 3.720
C13 -4.882 1.479 -0.634
S1 -5.093 0.320 -1.985
O2 -4.797 1.040 -3.190
O3 -6.428 -0.189 -1.884
O4 -4.074 -0.862 -1.828
C14 -3.086 -0.945 -0.668
C15 -3.986 -1.447 0.463
C16 -3.443 -1.793 1.831
C17 -3.979 -2.923 2.473
C18 -3.593 -3.297 3.760
C19 -2.649 -2.550 4.459
C20 -2.115 -1.413 3.845
C21 -2.525 -1.046 2.563
C22 -2.167 -1.996 -1.307
C23 -1.306 -3.023 -0.540
C24 -0.500 -2.649 0.703
I1 -2.480 -4.839 -0.197
H1 6.227 -1.433 2.244
H2 5.626 0.193 2.431
H3 6.329 -0.256 0.896
H4 3.613 -1.018 2.031
H5 4.430 -2.157 0.994
H6 3.995 1.341 1.122
H7 3.814 1.446 -0.605
H8 1.765 1.859 0.971
H9 1.599 0.116 0.920
H10 2.015 0.844 -1.790
H11 0.982 2.127 -1.154
H12 -0.257 0.207 -2.159
H13 0.433 -0.822 -0.913
H14 -0.899 1.725 -0.121
H15 -0.853 0.344 0.871
H16 -2.327 0.664 -1.703
H17 -3.077 2.441 -0.856
H18 -5.534 1.124 0.154
H19 -5.279 2.415 -1.005
H20 -4.850 -0.807 0.612
H21 -4.429 -2.360 0.069
H22 -4.717 -3.521 1.958
H23 -4.060 -4.165 4.200
H24 -2.360 -2.850 5.454
H25 -1.386 -0.831 4.390
H26 -2.111 -0.143 2.141
H27 -1.534 -1.507 -2.042
H28 -2.799 -2.618 -1.931
H29 -0.609 -3.403 -1.274
H30 0.545 -2.915 0.554
H31 -0.818 -3.236 1.558
H32 -0.539 -1.611 0.999
C25 7.954 -0.151 -3.559
C26 7.833 1.330 -3.843
O5 6.552 1.646 -4.425
C27 5.547 1.772 -3.576
O6 5.591 1.653 -2.387
C28 4.266 2.149 -4.340
F8 4.111 1.409 -5.441
F9 4.311 3.435 -4.711
F10 3.196 1.974 -3.567
H33 7.764 -0.729 -4.464
H34 8.954 -0.384 -3.196
H35 7.231 -0.466 -2.807
H36 8.570 1.641 -4.581
H37 7.989 1.926 -2.945


(4)
Formula: C3H5NO2S
Source: OMol25
Level of theory: wB97M-V/def2-TZVPD

The value obtained for the calculated total energy is -720.57911 hartree. Its SMILES is C=S(=O)=O.C=C=N. The value obtained for the LUMO energy is -0.075 eV.

Cartesian coordinates (Å):
C1 -0.681 0.253 1.795
S1 -1.264 -0.433 0.485
O1 -1.883 0.102 -0.662
O2 -0.823 -1.778 0.278
H1 -0.082 -0.341 2.399
H2 -0.946 1.166 2.197
C2 1.301 0.383 -0.230
C3 0.872 0.095 -1.438
N1 0.560 -0.116 -2.569
H3 2.062 -0.251 0.289
H4 1.267 1.362 0.106
H5 -0.383 -0.443 -2.652